Entry 1:
The following is a quantum chemistry calculation of a molecular structure, C28H51F2INO6S3, from OMol25.

Last column: Mulliken charge in e.
Element x y z (Å)
1 C 5.894 4.060 0.803  -1.01
2 C 5.207 4.137 2.161  -0.71
3 C 4.064 3.135 2.341  -0.42
4 C 2.975 3.293 1.270  -0.22
5 C 1.550 2.981 1.757  -1.43
6 C 0.986 1.551 1.729  -1.30
7 C 0.854 0.678 0.460  1.59
8 O 2.043 0.567 -0.256  -0.62
9 C 3.272 0.216 0.400  0.61
10 C 4.414 0.476 -0.572  -1.08
11 C 0.289 -0.733 0.908  -0.38
12 C 0.973 -1.978 0.278  -1.96
13 S 1.995 -2.896 1.466  -0.22
14 C 0.937 -4.188 2.185  0.23
15 C 0.319 -3.769 3.516  -1.09
16 C -1.240 -0.886 0.827  0.17
17 F -1.520 -2.221 1.098  -0.29
18 S -2.058 -0.013 2.202  -0.24
19 C -1.756 -0.641 -0.634  1.47
20 F -1.624 -1.905 -1.222  -0.42
21 C -3.255 -0.386 -0.826  -2.80
22 C -3.937 0.936 -0.479  0.20
23 C -5.447 0.760 -0.271  -0.75
24 O -5.920 1.467 0.878  -0.41
25 C -5.770 2.808 0.832  0.86
26 C -6.046 3.451 2.152  -1.04
27 O -5.420 3.385 -0.166  -0.57
28 C -0.828 0.332 -1.502  -0.54
29 C -0.051 -0.500 -2.538  -0.75
30 C 0.753 0.118 -3.684  -1.31
31 C -0.051 1.052 -4.593  -0.71
32 S -1.003 0.215 -5.883  -0.19
33 N -0.082 1.337 -0.621  -0.06
34 C -1.104 2.279 -0.046  -0.91
35 I 1.103 2.737 -1.795  0.37
36 H 6.806 4.653 0.802  0.40
37 H 6.152 3.036 0.534  0.16
38 H 5.260 4.472 0.016  0.25
39 H 5.935 4.018 2.962  0.41
40 H 4.781 5.138 2.273  0.35
41 H 4.502 2.134 2.309  0.25
42 H 3.626 3.304 3.325  0.34
43 H 3.254 2.738 0.377  -0.17
44 H 2.974 4.345 0.973  0.67
45 H 1.553 3.234 2.820  0.61
46 H 0.852 3.703 1.338  0.05
47 H 0.007 1.575 2.205  0.49
48 H 1.579 0.948 2.418  0.83
49 H 3.268 -0.825 0.701  0.03
50 H 3.401 0.795 1.311  -0.05
51 H 4.998 1.345 -0.281  -0.05
52 H 5.087 -0.378 -0.601  0.47
53 H 4.025 0.630 -1.577  0.13
54 H 0.522 -0.791 1.969  1.34
55 H 1.673 -1.687 -0.496  0.50
56 H 0.273 -2.668 -0.176  0.64
57 H 1.576 -5.061 2.288  0.51
58 H 0.160 -4.444 1.466  -0.23
59 H -0.585 -3.184 3.359  0.19
60 H 1.025 -3.168 4.088  0.29
61 H 0.078 -4.644 4.119  0.41
62 H -3.196 -0.707 2.094  0.30
63 H -3.420 -0.587 -1.887  0.47
64 H -3.751 -1.207 -0.300  0.70
65 H -3.536 1.408 0.410  0.29
66 H -3.814 1.646 -1.297  0.34
67 H -5.717 -0.280 -0.103  0.44
68 H -5.988 1.098 -1.154  0.33
69 H -6.654 4.337 1.993  0.34
70 H -6.537 2.777 2.846  0.32
71 H -5.094 3.776 2.571  0.24
72 H -1.537 0.937 -2.064  1.48
73 H 0.535 -1.282 -2.071  -0.51
74 H -0.856 -1.025 -3.052  0.76
75 H 1.690 0.564 -3.366  0.06
76 H 1.037 -0.737 -4.300  0.74
77 H -0.706 1.713 -4.026  0.25
78 H 0.635 1.707 -5.129  0.47
79 H -1.466 -0.784 -5.125  0.12
80 H -0.655 3.228 0.200  0.22
81 H -1.860 2.454 -0.801  0.34
82 H -1.558 1.851 0.835  0.38
83 C -1.597 -5.692 -1.010  0.36
84 C -1.798 -6.326 -2.377  -0.39
85 O -0.451 -6.551 -2.800  -0.34
86 C 0.343 -6.634 -1.706  0.65
87 O 1.476 -6.978 -1.709  -0.51
88 O -0.347 -6.252 -0.600  -0.32
89 H -2.368 -5.947 -0.287  0.33
90 H -1.495 -4.610 -1.067  -0.34
91 H -2.314 -7.286 -2.320  0.27
92 H -2.303 -5.683 -3.092  0.32

Calculated values
Total charge: +1
HOMO-LUMO gap in eV: 6.2045
HOMO level in eV: -11.13



Entry 2:
The following is a quantum chemistry calculation of 3 unconnected molecules or ions with the total composition C28H52Br2F3NO9P2, from OMol25.

Last column: Mulliken charge in e.
Element x y z (Å)
1 N 2.169 1.760 -3.171  -0.61
2 C 1.443 2.593 -4.180  1.29
3 C 2.177 4.008 -4.351  -1.05
4 C 1.167 5.266 -4.375  -0.77
5 C 0.227 5.323 -5.666  0.01
6 F -0.694 4.212 -5.744  -0.17
7 Br 1.293 5.448 -7.334  -0.03
8 C -0.705 6.648 -5.571  0.66
9 F 0.111 7.800 -5.675  -0.21
10 F -1.595 6.601 -6.705  -0.21
11 Br -1.894 6.652 -3.973  -0.11
12 C 1.433 1.742 -5.571  -0.70
13 O 0.579 0.579 -5.358  -0.37
14 C -0.606 0.647 -6.182  0.06
15 C -1.822 -0.238 -5.648  -0.81
16 C -2.328 0.110 -4.167  -0.52
17 C -2.455 1.674 -3.828  1.41
18 C -3.977 2.209 -3.974  -0.04
19 C -4.454 2.583 -5.395  -0.21
20 C -5.900 3.075 -5.638  -0.52
21 C -6.852 3.173 -4.421  -0.36
22 C -6.379 2.808 -2.976  -0.45
23 C -4.916 2.327 -2.721  -0.38
24 H 3.152 1.668 -3.467  0.28
25 H 1.766 0.813 -3.100  0.30
26 H 0.330 2.751 -3.916  -0.43
27 H 2.847 4.149 -3.417  0.35
28 H 2.902 4.039 -5.253  0.27
29 H 0.594 5.266 -3.389  0.39
30 H 1.839 6.205 -4.413  0.38
31 H 2.504 1.419 -5.827  0.33
32 H 1.082 2.412 -6.431  0.30
33 H -0.352 0.292 -7.255  0.26
34 H -0.952 1.745 -6.296  -0.03
35 H -2.727 -0.269 -6.363  0.32
36 H -1.438 -1.330 -5.617  0.32
37 H -3.389 -0.342 -4.072  0.34
38 H -1.717 -0.408 -3.337  0.32
39 H -1.731 2.355 -4.381  -0.57
40 H -2.212 1.782 -2.701  -0.51
41 H -3.729 2.493 -6.282  0.22
42 H -6.211 3.362 -6.693  0.31
43 H -7.920 3.525 -4.616  0.30
44 H -7.129 2.885 -2.126  0.31
45 H -4.552 2.071 -1.672  0.38
46 O -2.372 1.075 1.240  -0.73
47 P -1.087 1.288 2.053  1.23
48 O -0.057 0.766 0.868  -0.41
49 C 0.283 1.721 -0.135  0.17
50 C 1.115 2.863 0.421  -0.99
51 O -1.345 -0.083 2.965  -0.43
52 C -2.636 -0.706 2.995  -0.39
53 C -2.804 -1.701 1.859  -0.96
54 O 0.283 1.645 3.020  -0.44
55 C 0.983 0.606 3.727  -0.29
56 C 1.480 -0.567 2.891  -0.64
57 H -0.628 2.103 -0.606  0.11
58 H 0.856 1.197 -0.903  -0.03
59 H 0.539 3.454 1.144  0.34
60 H 1.438 3.536 -0.375  0.27
61 H 1.995 2.486 0.948  0.26
62 H -3.421 0.049 3.009  0.35
63 H -2.714 -1.236 3.947  0.33
64 H -2.469 -1.315 0.891  0.24
65 H -3.851 -2.002 1.754  0.36
66 H -2.208 -2.597 2.042  0.26
67 H 0.358 0.256 4.553  0.26
68 H 1.852 1.083 4.188  0.39
69 H 0.684 -1.113 2.384  0.13
70 H 1.989 -1.298 3.526  0.27
71 H 2.173 -0.230 2.119  0.26
72 O 2.795 -3.538 4.809  -0.74
73 P 2.153 -4.241 6.016  1.28
74 O 3.597 -4.627 6.728  -0.32
75 C 4.205 -3.604 7.513  -0.37
76 C 3.400 -3.283 8.761  -0.98
77 O 1.819 -5.602 5.115  -0.45
78 C 1.829 -5.547 3.682  -0.22
79 C 3.220 -5.792 3.122  -1.09
80 O 1.373 -4.965 7.360  -0.46
81 C 1.252 -6.395 7.465  -0.24
82 C 2.547 -7.193 7.378  -0.91
83 H 4.344 -2.706 6.905  0.28
84 H 5.195 -3.962 7.803  0.31
85 H 2.426 -2.851 8.501  0.30
86 H 3.924 -2.562 9.390  0.40
87 H 3.202 -4.186 9.343  0.21
88 H 1.397 -4.610 3.335  0.23
89 H 1.159 -6.334 3.327  0.33
90 H 4.001 -5.225 3.639  0.28
91 H 3.266 -5.531 2.060  0.35
92 H 3.498 -6.842 3.228  0.33
93 H 0.531 -6.745 6.723  0.27
94 H 0.799 -6.590 8.441  0.38
95 H 3.080 -7.063 6.436  0.19
96 H 2.337 -8.263 7.464  0.39
97 H 3.236 -6.906 8.174  0.25

Calculated values
HOMO-LUMO gap in eV: 6.5555
SMILES string: N[C@@H](CC[C@](F)(Br)C(F)(F)Br)COCCCCc1ccccc1.CCOP(=O)(OCC)OCC.CCOP(=O)(OCC)OCC
HOMO level in eV: -8.41



Entry 3:
The following is a quantum chemistry calculation of a molecular structure, C28H52Cl2F5N2O3P2Si4TeV, from OMol25.

Last column: Mulliken charge in e.
Element x y z (Å)
1 V 0.378 -0.268 -0.236  1.27
2 O -1.163 2.054 -3.128  -0.06
3 C -0.330 3.027 -3.808  -0.89
4 O -0.373 -0.336 -3.971  0.07
5 C 0.898 -0.675 -4.563  -1.00
6 H 0.501 2.523 -4.320  0.25
7 H 0.073 3.690 -3.038  0.21
8 H -0.916 3.614 -4.542  0.33
9 H 0.882 -0.629 -5.666  0.46
10 H 1.140 -1.682 -4.211  0.23
11 H 1.649 0.021 -4.172  0.26
12 C -2.026 1.330 -3.999  -0.37
13 C -1.220 0.379 -4.871  -0.77
14 H -2.623 2.020 -4.629  0.44
15 H -2.697 0.745 -3.353  -0.16
16 H -0.669 0.969 -5.633  0.51
17 H -1.903 -0.334 -5.368  0.31
18 Cl 0.514 -2.009 -1.643  -0.73
19 Cl 1.116 1.056 -1.903  -0.65
20 N 0.404 -1.590 1.311  1.44
21 P -2.336 -0.366 0.157  0.68
22 P 2.991 -0.306 0.161  0.84
23 C 3.355 -1.725 1.193  -1.05
24 C 3.183 1.163 1.187  -1.23
25 C -2.587 -1.510 1.544  -0.76
26 C -2.853 1.231 0.796  -1.40
27 Si -1.298 2.314 0.907  -0.25
28 H -3.276 1.130 1.813  0.78
29 H -3.600 1.696 0.126  0.64
30 C -1.512 3.531 2.314  -0.98
31 C -1.532 3.484 -0.550  -0.32
32 Si 1.624 2.262 1.282  0.11
33 H 4.032 1.744 0.792  0.85
34 H 3.460 0.827 2.204  0.58
35 C 1.995 3.755 0.210  -1.03
36 C 1.584 2.870 3.052  -0.94
37 Si 1.786 -2.089 2.214  -0.42
38 H 4.212 -1.459 1.836  0.59
39 H 3.634 -2.582 0.555  0.68
40 C 1.912 -1.202 3.853  -0.65
41 C 1.912 -3.941 2.521  -1.24
42 Si -0.992 -2.487 1.802  -0.34
43 H -3.414 -2.196 1.288  0.81
44 H -2.841 -0.944 2.456  0.18
45 C 4.115 -0.363 -1.258  0.75
46 C 4.896 0.747 -1.628  -0.26
47 H 4.891 1.647 -1.012  0.17
48 C 5.663 0.685 -2.793  -0.71
49 H 6.260 1.552 -3.084  0.42
50 C 5.673 -0.472 -3.577  -0.51
51 H 6.285 -0.511 -4.479  0.39
52 C 4.907 -1.577 -3.198  -0.74
53 H 4.904 -2.481 -3.805  0.41
54 C 4.137 -1.531 -2.041  -0.85
55 H 3.539 -2.393 -1.743  0.25
56 C -3.472 -0.985 -1.137  0.28
57 C -2.994 -1.866 -2.125  0.11
58 H -1.916 -2.023 -2.221  0.14
59 C -3.887 -2.539 -2.956  -0.88
60 H -3.517 -3.295 -3.652  0.43
61 C -5.257 -2.247 -2.898  -0.48
62 H -5.949 -2.742 -3.575  0.40
63 C -5.727 -1.326 -1.956  -0.72
64 H -6.794 -1.091 -1.905  0.39
65 C -4.852 -0.718 -1.058  -0.76
66 H -5.220 -0.033 -0.293  0.41
67 H 1.422 -4.543 1.743  0.27
68 H 1.499 -4.221 3.499  0.34
69 H 2.988 -4.186 2.516  0.47
70 H 1.293 -0.292 3.874  -0.20
71 H 2.959 -0.945 4.069  0.50
72 H 1.549 -1.860 4.654  0.41
73 C -1.221 -4.058 0.792  -1.22
74 C -1.095 -3.027 3.604  -0.98
75 H -0.778 -3.961 -0.209  0.26
76 H -2.301 -4.243 0.680  0.35
77 H -0.774 -4.924 1.301  0.37
78 H -0.673 -2.303 4.316  0.14
79 H -0.630 -4.011 3.767  0.37
80 H -2.171 -3.109 3.836  0.40
81 H -1.611 2.941 -1.505  -0.30
82 H -0.720 4.214 -0.639  0.30
83 H -2.478 4.029 -0.406  0.34
84 H -1.073 3.183 3.254  0.19
85 H -2.594 3.646 2.477  0.34
86 H -1.100 4.519 2.060  0.32
87 H 3.050 4.037 0.356  0.42
88 H 1.375 4.617 0.490  0.32
89 H 1.842 3.535 -0.856  0.15
90 H 0.909 2.284 3.691  -0.13
91 H 1.268 3.922 3.096  0.38
92 H 2.601 2.805 3.468  0.50
93 N 0.189 1.447 0.780  1.00
94 F -0.534 -0.574 5.807  -0.45
95 Te -1.749 0.704 5.023  2.19
96 F -3.031 -0.712 4.759  -0.46
97 F -0.560 2.137 5.522  -0.47
98 F -3.102 1.957 4.474  -0.44
99 F -2.475 0.881 6.774  -0.35
100 O -1.033 0.566 3.355  -1.24

Calculated values
HOMO-LUMO gap (spin up / spin down) in eV: 7.1559 / 5.1614
HOMO level (spin up / spin down) in eV: -8.72 / -8.44



Entry 4:
The following is a quantum chemistry calculation of 10 unconnected molecules or ions with the total composition C28H53N11O23, from OMol25.

Last column: Mulliken charge in e.
Element x y z (Å)
1 C -1.757 -0.560 4.237  -1.19
2 C -1.337 0.817 3.639  -0.09
3 O -2.428 1.478 3.017  -0.46
4 C -2.194 1.757 1.651  -0.43
5 C -2.068 0.430 0.882  -0.04
6 O -2.363 0.589 -0.495  -0.22
7 C -2.523 -0.661 -1.143  -1.51
8 C -1.219 -1.431 -1.239  0.17
9 C -0.388 -1.322 -2.323  0.39
10 C 0.818 -1.986 -2.394  0.49
11 C 1.776 -1.888 -3.562  -0.84
12 C 1.687 -0.577 -4.360  -1.20
13 C 2.595 0.530 -3.762  -0.80
14 C 2.046 1.940 -4.005  -0.67
15 N 2.383 2.386 -5.370  -0.19
16 C 2.505 3.769 -5.553  0.56
17 C 1.718 4.754 -4.712  -0.94
18 O 3.235 4.190 -6.438  -0.63
19 C 1.138 -2.764 -1.324  0.44
20 C 0.314 -2.939 -0.222  -0.54
21 C -0.858 -2.263 -0.204  -0.16
22 C 0.945 -3.866 0.780  0.04
23 O 0.455 -4.399 1.746  -0.57
24 N 2.286 -3.963 0.325  -0.18
25 C 2.367 -3.594 -1.040  -0.05
26 O 3.295 -3.896 -1.758  -0.60
27 H -2.644 -0.963 3.747  0.43
28 H -0.972 -1.315 4.139  0.31
29 H -1.950 -0.453 5.304  0.21
30 H -0.440 0.747 3.020  0.20
31 H -1.049 1.430 4.501  0.37
32 H -2.922 2.444 1.219  0.23
33 H -1.209 2.256 1.573  0.06
34 H -2.740 -0.299 1.354  0.30
35 H -1.022 0.117 0.954  0.20
36 H -2.884 -0.494 -2.159  0.55
37 H -3.264 -1.271 -0.611  0.41
38 H -0.710 -0.681 -3.135  0.56
39 H 1.644 -2.733 -4.232  0.47
40 H 2.801 -1.962 -3.188  0.54
41 H 0.671 -0.187 -4.412  0.51
42 H 2.036 -0.760 -5.378  0.39
43 H 3.564 0.441 -4.267  0.44
44 H 2.764 0.345 -2.699  0.41
45 H 2.409 2.608 -3.219  0.30
46 H 0.956 1.904 -3.910  0.38
47 H 3.276 2.001 -5.657  0.28
48 H 0.637 4.665 -4.838  0.27
49 H 1.994 5.754 -5.039  0.32
50 H 1.970 4.664 -3.654  0.29
51 H -1.534 -2.367 0.640  0.48
52 H 2.595 -4.905 0.555  0.31
53 C -0.554 -0.500 8.541  -0.67
54 N -0.464 0.543 7.483  0.76
55 O -1.359 1.359 7.417  -0.53
56 O 0.507 0.502 6.751  -0.27
57 H -1.463 -0.342 9.111  0.34
58 H -0.569 -1.468 8.047  0.28
59 H 0.320 -0.396 9.174  0.22
60 C 3.746 -1.171 6.303  -0.51
61 N 3.086 -2.493 6.490  0.97
62 O 1.942 -2.497 6.899  -0.50
63 O 3.738 -3.477 6.216  -0.59
64 H 3.047 -0.391 6.585  -0.06
65 H 4.626 -1.151 6.940  0.34
66 H 4.016 -1.085 5.255  0.34
67 C -1.423 5.760 2.655  -0.79
68 N -0.827 4.882 1.612  0.90
69 O 0.046 4.114 1.960  -0.49
70 O -1.261 4.993 0.487  -0.51
71 H -0.940 5.547 3.602  0.31
72 H -1.251 6.788 2.352  0.30
73 H -2.485 5.537 2.701  0.30
74 C -4.167 3.157 -1.865  -0.75
75 N -4.662 3.386 -3.248  0.97
76 O -3.844 3.565 -4.121  -0.55
77 O -5.867 3.373 -3.406  -0.63
78 H -3.084 3.191 -1.873  0.31
79 H -4.576 3.943 -1.237  0.33
80 H -4.521 2.178 -1.551  0.27
81 C -1.060 -5.718 -5.271  -0.76
82 N -0.397 -4.391 -5.392  0.79
83 O 0.138 -4.128 -6.446  -0.47
84 O -0.436 -3.662 -4.423  -0.44
85 H -0.939 -6.249 -6.209  0.26
86 H -0.577 -6.249 -4.456  0.31
87 H -2.109 -5.539 -5.054  0.30
88 C 2.705 2.167 8.686  -0.70
89 N 3.119 0.885 9.318  0.95
90 O 4.221 0.835 9.812  -0.56
91 O 2.313 -0.026 9.288  -0.57
92 H 3.517 2.878 8.787  0.30
93 H 2.493 1.962 7.640  0.20
94 H 1.815 2.515 9.204  0.30
95 C 3.904 2.549 3.269  -0.76
96 N 4.508 1.576 4.221  0.93
97 O 4.668 1.934 5.370  -0.52
98 O 4.797 0.485 3.780  -0.55
99 H 3.700 3.471 3.801  0.30
100 H 4.622 2.710 2.470  0.32
101 H 2.988 2.108 2.888  0.27
102 C -8.275 1.333 -3.687  -0.47
103 N -7.784 0.044 -3.127  0.91
104 O -6.657 0.020 -2.673  -0.51
105 O -8.545 -0.898 -3.163  -0.56
106 H -7.487 2.070 -3.583  0.15
107 H -8.519 1.165 -4.732  0.27
108 H -9.158 1.619 -3.122  0.27
109 C 2.324 -5.245 -9.113  -0.67
110 N 1.673 -6.579 -9.003  0.88
111 O 0.566 -6.620 -8.510  -0.51
112 O 2.297 -7.532 -9.414  -0.54
113 H 1.651 -4.499 -8.706  0.26
114 H 3.249 -5.287 -8.546  0.28
115 H 2.520 -5.064 -10.166  0.29

Calculated values
HOMO-LUMO gap in eV: 9.2648
SMILES string: CCOCCOCc1cc(CCCCNC(C)=O)c2c(c1)C(=O)NC2=O.C[N+](=O)[O-].C[N+](=O)[O-].C[N+](=O)[O-].C[N+](=O)[O-].C[N+](=O)[O-].C[N+](=O)[O-].C[N+](=O)[O-].C[N+](=O)[O-].C[N+](=O)[O-]
HOMO level in eV: -9.59